# C6H14N2

An isolated ion of composition C6H14N2 and charge +2 at a distorted geometry (ωB97M-V/def2-TZVPD, the Open Molecules 2025 dataset).

Geometry as ORCA input:
```
! wB97M-V def2-TZVPD RIJCOSX def2/J DEFGRID3
* xyz 2 1
C 0.58 3.70 1.56
N 0.15 2.46 1.70
C 0.63 1.42 0.66
C 0.23 0.15 0.62
C 0.65 -0.80 -0.36
C -0.51 -1.45 -1.21
C -1.59 -1.94 -0.36
N 0.10 -2.62 -2.07
H 1.13 4.07 0.68
H 0.31 4.39 2.42
H -0.38 2.24 2.52
H 1.46 1.95 0.10
H -0.70 -0.09 1.29
H 1.49 -0.58 -1.15
H 1.00 -1.82 0.18
H -0.87 -0.60 -1.83
H -2.44 -2.52 -0.76
H -2.18 -1.08 0.17
H -1.25 -2.65 0.36
H -0.03 -3.43 -1.48
H -0.40 -2.74 -3.02
H 1.18 -2.50 -2.32
*
```

Summary:
calculated total energy	-9410.4451	eV
SMILES	C=[NH+]/C=C/C[C@H](C)[NH3+]
orbital gap	9.6	eV
energy above the lowest of the compared OMol25 structures with the same formula, charge and spin	37.4	kcal per mole

---

# C6H14N2O

A 2-piece molecular cluster, C6H14N2O overall at a distorted geometry (ωB97M-V/def2-TZVPD, the Open Molecules 2025 dataset).

Geometry as ORCA input:
```
! wB97M-V def2-TZVPD RIJCOSX def2/J DEFGRID3
* xyz 0 1
C -0.96 -0.23 -0.15
C 1.03 -0.71 -0.41
C -1.35 -1.13 0.99
C -1.73 -0.49 -1.42
C 1.29 2.37 0.18
N -0.81 1.10 0.21
C 0.55 1.22 0.84
N 1.39 -1.89 0.35
O 0.81 0.81 1.96
H -0.96 1.75 -0.55
H 1.52 -1.63 1.32
H 2.22 -2.34 -0.01
H 0.79 -1.00 -1.44
H 1.94 -0.12 -0.57
H -2.77 -0.17 -1.30
H -0.71 -0.99 1.87
H -2.37 -0.88 1.29
H -1.31 -2.18 0.71
H -1.72 -1.55 -1.67
H -1.31 0.08 -2.26
H 1.00 2.55 -0.86
H 2.36 2.15 0.19
H 1.08 3.28 0.75
*
```

Summary:
calculated total energy	-11474.1346	eV
orbital gap	9.0	eV
energy above the lowest of the compared OMol25 structures with the same formula, charge and spin	83.8	kcal per mole

---

# C6H14N2O

One molecule with the formula C6H14N2O at a distorted geometry (ωB97M-V/def2-TZVPD, the Open Molecules 2025 dataset).

Geometry as ORCA input:
```
! wB97M-V def2-TZVPD RIJCOSX def2/J DEFGRID3
* xyz 0 1
C -1.19 1.72 1.57
C -0.37 -1.08 1.20
N -0.27 1.31 0.51
C -0.48 -0.08 0.04
O -0.52 2.16 -0.61
N -1.58 -0.18 -0.80
H -1.32 1.76 -1.03
H -2.05 -1.07 -0.71
H -1.04 2.78 1.75
H -2.24 1.54 1.31
H -0.95 1.18 2.49
H -0.25 -2.08 0.80
H -1.27 -1.07 1.81
H 0.49 -0.84 1.83
C 2.27 -0.31 -0.45
C 0.86 -0.32 -1.03
C 0.52 -1.41 -1.86
H 0.69 0.65 -1.53
H 2.37 0.54 0.23
H 2.49 -1.22 0.10
H 3.02 -0.19 -1.24
H 1.28 -1.90 -2.47
H -0.44 -1.89 -1.88
*
```

Summary:
calculated total energy	-11471.3740	eV
orbital gap (spin up / spin down)	7.1 / 9.1	eV
energy above the lowest of the compared OMol25 structures with the same formula, charge and spin	147.5	kcal per mole

---

# C6H14N2O

A 2-piece molecular cluster, C6H14N2O overall at a distorted geometry (ωB97M-V/def2-TZVPD, the Open Molecules 2025 dataset).

Geometry as ORCA input:
```
! wB97M-V def2-TZVPD RIJCOSX def2/J DEFGRID3
* xyz 0 1
C -2.91 0.89 0.37
N -1.59 0.78 -0.26
C -0.54 1.36 0.57
C -1.29 -0.64 -0.64
N -1.43 -0.53 -1.96
O -0.89 -1.51 0.10
H -2.95 0.34 1.32
H -3.66 0.47 -0.31
H -3.14 1.94 0.55
H 0.41 1.26 0.05
H -0.46 0.84 1.54
H -0.76 2.41 0.76
H -1.65 0.61 -1.87
H -1.32 -1.35 -2.54
C 2.42 -0.49 -1.10
C 2.91 -0.48 0.13
C 2.26 -1.12 1.32
H 2.93 -0.01 -1.92
H 1.45 -0.92 -1.31
H 3.87 0.00 0.32
H 2.14 -0.40 2.13
H 1.29 -1.53 1.06
H 2.89 -1.93 1.70
*
```

Summary:
calculated total energy	-11475.2128	eV
SMILES	CN(C)C(N)=O.C=CC
orbital gap	10.3	eV
energy above the lowest of the compared OMol25 structures with the same formula, charge and spin	59.0	kcal per mole

---

# C6H14N2O

A 2-piece molecular cluster, C6H14N2O overall at a distorted geometry (ωB97M-V/def2-TZVPD, the Open Molecules 2025 dataset).

Geometry as ORCA input:
```
! wB97M-V def2-TZVPD RIJCOSX def2/J DEFGRID3
* xyz 0 1
H 0.85 -1.94 -0.49
N 0.97 -1.23 -1.19
C 0.54 -0.07 -0.94
C 0.16 0.92 -2.01
O 1.34 0.88 0.16
C 2.40 0.26 0.85
H 1.08 1.38 -2.39
H -0.37 0.45 -2.83
H -0.45 1.72 -1.61
H 2.03 -0.55 1.50
H 3.12 -0.18 0.16
H 2.95 1.01 1.42
C -0.69 1.05 1.05
C -1.19 -0.10 0.45
C -1.09 -1.40 1.19
N -2.34 -0.04 -0.40
H -1.00 2.03 0.71
H -0.25 1.02 2.04
H -1.76 -1.40 2.05
H -0.06 -1.58 1.53
H -1.32 -2.26 0.57
H -2.51 0.86 -0.83
H -2.41 -0.83 -1.02
*
```

Summary:
calculated total energy	-11472.6877	eV
SMILES	[H]/N=C(/C)OC.C=C(C)N
orbital gap	7.7	eV
energy above the lowest of the compared OMol25 structures with the same formula, charge and spin	117.2	kcal per mole

---

# C6H14N2O

One molecule with the formula C6H14N2O at a distorted geometry (ωB97M-V/def2-TZVPD, the Open Molecules 2025 dataset).

Geometry as ORCA input:
```
! wB97M-V def2-TZVPD RIJCOSX def2/J DEFGRID3
* xyz 0 1
C -2.05 0.49 -1.93
C -0.62 0.05 -1.71
O 0.05 -0.33 -2.63
C -0.11 -0.03 -0.19
C -0.60 -1.37 0.36
C -0.65 1.13 0.65
C 1.42 0.00 -0.30
N 2.18 0.28 0.97
N 2.07 -0.76 1.94
H -2.37 0.20 -2.93
H -2.72 0.08 -1.18
H -2.08 1.58 -1.87
H -0.03 -1.62 1.25
H -0.42 -2.16 -0.37
H -1.66 -1.34 0.60
H -1.74 1.15 0.64
H -0.34 1.03 1.68
H -0.28 2.09 0.27
H 1.73 0.78 -0.99
H 1.78 -0.96 -0.65
H 1.92 1.18 1.36
H 3.01 -0.97 2.27
H 1.50 -0.50 2.74
*
```

Summary:
calculated total energy	-11475.7124	eV
SMILES	CC(=O)C(C)(C)CNN
orbital gap	9.4	eV
energy above the lowest of the compared OMol25 structures with the same formula, charge and spin	47.5	kcal per mole

---

# C6H14N2O

A 2-piece molecular cluster, C6H14N2O overall at a distorted geometry (ωB97M-V/def2-TZVPD, the Open Molecules 2025 dataset).

Geometry as ORCA input:
```
! wB97M-V def2-TZVPD RIJCOSX def2/J DEFGRID3
* xyz 0 1
N -1.51 2.85 -1.62
C -0.76 1.87 -1.21
C -0.75 1.49 0.32
N 0.43 0.68 0.77
C -0.09 -0.15 1.94
C -0.43 -1.54 1.23
C 0.54 -1.77 -0.03
C 1.10 -0.27 -0.17
H -1.38 2.94 -2.65
H -0.12 1.37 -2.00
H -1.75 1.02 0.55
H -0.71 2.47 0.90
H 1.18 1.22 1.21
H -1.05 0.17 2.42
H 0.62 -0.19 2.81
H -0.65 -2.41 1.91
H -1.42 -1.36 0.72
H -0.06 -2.09 -0.93
H 1.43 -2.44 0.13
H 1.37 0.06 -1.21
H 2.13 -0.40 0.30
O 0.63 -2.01 -2.96
H 1.26 -1.50 -2.45
*
```

Summary:
calculated total energy	-11470.6737	eV
orbital gap	5.1	eV
energy above the lowest of the compared OMol25 structures with the same formula, charge and spin	163.6	kcal per mole

---

# C6H14N2O2

A 2-piece molecular cluster, C6H14N2O2 overall at a distorted geometry (ωB97M-V/def2-TZVPD, the Open Molecules 2025 dataset).

Geometry as ORCA input:
```
! wB97M-V def2-TZVPD RIJCOSX def2/J DEFGRID3
* xyz 0 1
C 1.80 -1.84 -1.82
N 2.42 -0.55 -1.39
C 1.65 0.52 -1.02
C 2.32 1.81 -0.59
O 0.43 0.37 -1.11
H 1.85 -1.91 -2.91
H 2.33 -2.64 -1.33
H 0.75 -1.82 -1.53
H 3.43 -0.57 -1.43
H 2.81 2.28 -1.43
H 1.48 2.48 -0.37
H 2.97 1.68 0.26
C -2.80 1.43 0.22
N -1.86 0.48 0.81
C -2.30 -0.55 1.63
C -1.18 -1.39 2.20
O -3.41 -0.48 2.11
H -3.77 1.29 0.67
H -2.45 2.45 0.30
H -2.89 1.25 -0.86
H -0.97 0.38 0.34
H -0.23 -1.27 1.65
H -0.99 -0.96 3.19
H -1.36 -2.44 2.41
*
```

Summary:
calculated total energy	-13524.8367	eV
SMILES	CNC(C)=O.CNC(C)=O
orbital gap	9.5	eV
energy above the lowest of the compared OMol25 structures with the same formula, charge and spin	18.2	kcal per mole